The following is a quantum chemistry calculation of the molecule C4H10S2, from the OMol25 dataset.

Summary:
SMILES string: CCSSCC
E_LUMO, eV: 0.805
E_HOMO, eV: -8.3
Kohn-Sham gap, eV: 9.11
ΔE to the lowest compared entry with this formula, charge and spin, eV: 0.732

Cartesian coordinates (Å):
C -2.673 -0.569 -1.472
C -1.293 -0.433 -0.880
S -1.286 -1.093 0.791
S 0.735 -1.173 1.164
C 1.247 0.543 1.029
C 2.773 0.763 1.121
H -3.485 -0.393 -0.774
H -2.775 -0.060 -2.437
H -2.828 -1.622 -1.751
H -0.683 -1.189 -1.376
H -0.932 0.582 -0.953
H 0.836 0.979 1.945
H 0.940 1.283 0.286
H 2.966 1.833 1.160
H 3.226 0.197 1.935
H 3.232 0.351 0.212

Atomic partial charges in e from the Mulliken method, atoms 1 to 8: -1.1508 -0.2565 -0.1295 -0.1368 -0.2820 -1.2188 0.3126 0.3280

The following is a quantum chemistry calculation of a cluster of 2 separate species, C4H10S3 in total, from the OMol25 dataset.

Summary:
SMILES string: CC(=S)S.CCS
E_LUMO, eV: -0.193
E_HOMO, eV: -8.6
Kohn-Sham gap, eV: 8.40
ΔE to the lowest compared entry with this formula, charge and spin, eV: 2.082

Cartesian coordinates (Å):
C 4.069 -0.873 -1.289
C 3.616 -0.229 -0.088
S 2.498 -0.838 0.943
S 4.549 1.183 0.249
H 4.983 -1.454 -1.183
H 3.527 -1.720 -1.469
H 4.326 -0.228 -2.043
H 3.696 1.802 1.263
C -3.578 0.494 0.531
C -2.295 -0.268 0.386
S -1.036 0.834 -0.405
H -4.303 -0.240 0.700
H -3.448 1.386 1.317
H -3.884 0.865 -0.395
H -2.548 -1.102 -0.279
H -1.769 -0.665 1.338
H -0.423 1.452 0.592

Atomic partial charges in e from the Mulliken method, atoms 1 to 8: -1.4201 0.5331 -0.2259 -0.2359 0.3763 0.3995 0.4060 0.1671

The following is a quantum chemistry calculation of a cluster of 2 separate species, C4H10S6 in total, from the OMol25 dataset.

Summary:
E_LUMO, eV: 0.433
E_HOMO, eV: -8.3
Kohn-Sham gap, eV: 8.70

Cartesian coordinates (Å):
C 2.896 -1.266 -1.401
C 1.125 -1.271 0.694
C -2.531 0.114 0.959
C -0.852 0.530 -0.221
S 2.875 0.532 -1.707
S -2.315 0.732 2.611
S -4.048 0.449 0.089
S -1.147 2.237 -0.810
S 1.217 -1.851 -1.074
S 0.601 0.486 0.848
H 3.214 -1.492 -2.391
H 3.684 -1.712 -0.859
H 0.468 -2.052 1.106
H 2.067 -1.131 1.210
H -2.454 -0.928 1.158
H -0.944 -0.276 -0.909
H 2.097 0.811 -0.655
H -1.516 1.814 2.348
H -4.495 1.704 0.344
H 0.057 2.570 -1.340

Atomic partial charges in e from the Mulliken method, atoms 1 to 8: -0.6115 -0.6718 -0.2631 -0.4537 -0.1322 -0.1670 -0.1606 -0.1257

The following is a quantum chemistry calculation of the molecule C4H10SSi, from the OMol25 dataset.

Summary:
SMILES string: C[C@H]1C[SiH2]SC1
E_LUMO, eV: 0.442
E_HOMO, eV: -9.1
Kohn-Sham gap, eV: 9.50
ΔE to the lowest compared entry with this formula, charge and spin, eV: 1.110

Cartesian coordinates (Å):
C 1.045 -1.064 0.970
C 0.588 0.131 0.122
C -0.605 -0.333 -0.766
Si -1.445 1.200 -1.570
S -0.761 2.709 -0.349
C 0.241 1.274 0.942
H 0.163 -1.355 1.470
H 1.833 -0.736 1.711
H 1.293 -1.859 0.270
H 1.378 0.558 -0.556
H -0.113 -1.055 -1.383
H -1.209 -0.892 -0.027
H -1.059 1.811 -2.962
H -2.868 0.674 -1.788
H -0.475 0.933 1.708
H 0.938 1.984 1.224

Atomic partial charges in e from the Mulliken method, atoms 1 to 8: -1.3433 0.2845 -0.8868 0.3886 -0.2159 -0.9646 0.4266 0.3566

| no. | electronic energy (Eh) |
| --- | --- |
| 1 | -954.756671 |
| 2 | -1352.887770 |
| 3 | -2547.406972 |
| 4 | -846.049325 |